6
Properties=species:S:1:pos:R:3:mulliken_charge:R:1 method="wB97M-V/def2-TZVPD" orbital_gap_ev=9.28 smiles=ClOP(Cl)OCl fmax_ev_per_a=0.80 de_lowest_ev=2.498
Cl 0.344 -2.744 -0.166 0.04
O -0.063 -1.135 -0.513 -0.19
P 0.531 0.002 0.515 0.47
Cl -0.898 -0.024 1.944 -0.17
O -0.090 1.141 -0.496 -0.19
Cl 0.285 2.754 -0.132 0.04